76
Properties=species:S:1:pos:R:3:nbo_charge:R:1 method="wB97M-V/def2-TZVPD" energy_ev=-115702.1830 spin_multiplicity=6 e_lumo_ev="-0.576 / -0.604" molar_mass_da=750.70 orbital_gap_ev="5.87 / 6.21" homo_ev="-6.44 / -6.81"
Mn -0.75 0.57 -0.34 1.18
S 0.22 -3.19 -7.03 0.91
N 0.57 -3.66 -5.52 -0.61
C 0.02 -2.77 -4.71 0.19
C 0.05 -2.81 -3.27 -0.13
C 0.65 -3.85 -2.56 -0.11
C 0.60 -3.83 -1.19 -0.24
C -0.08 -2.78 -0.57 0.09
N -0.65 -1.77 -1.22 -0.48
C -0.58 -1.77 -2.56 0.25
C -1.20 -0.65 -3.27 0.27
N -1.67 0.38 -2.54 -0.51
C -2.28 1.36 -3.16 0.11
C -2.50 1.39 -4.54 -0.25
C -1.99 0.37 -5.31 -0.11
C -1.31 -0.66 -4.67 -0.11
C -0.67 -1.73 -5.40 0.10
N -0.63 -1.86 -6.71 -0.59
H 1.15 -4.64 -3.11 0.24
H 1.05 -4.61 -0.59 0.23
H -0.17 -2.77 0.50 0.20
H -2.60 2.19 -2.55 0.22
H -3.03 2.22 -4.99 0.23
H -2.09 0.35 -6.38 0.24
O 3.24 0.32 -0.75 -0.66
C 2.19 0.90 -1.01 0.79
O 1.02 0.38 -0.83 -0.87
C 2.20 2.28 -1.62 -0.23
C 3.39 2.65 -2.25 -0.10
C 3.51 3.86 -2.92 -0.27
C 2.42 4.71 -2.96 -0.20
C 1.24 4.37 -2.32 -0.23
C 1.11 3.16 -1.64 -0.11
S -0.41 2.93 -0.77 -0.43
H 4.21 1.95 -2.20 0.23
H 4.44 4.12 -3.40 0.21
H 2.49 5.66 -3.48 0.20
H 0.39 5.05 -2.34 0.21
O -3.44 1.40 -0.36 -0.53
N -2.50 1.13 0.62 -0.22
C -2.53 1.98 1.60 0.10
C -1.77 1.93 2.82 -0.10
C -2.07 2.90 3.79 -0.17
C -1.46 2.89 5.03 -0.19
C -0.53 1.91 5.34 -0.21
C -0.19 0.97 4.38 -0.12
C -0.78 0.97 3.12 -0.30
P -0.26 -0.26 1.88 0.84
C -1.11 -1.72 2.57 -0.32
C -2.35 -2.06 2.01 -0.21
C -3.08 -3.11 2.53 -0.19
C -2.59 -3.84 3.60 -0.22
C -1.36 -3.52 4.16 -0.15
C -0.62 -2.46 3.65 -0.23
C 1.52 -0.45 2.22 -0.34
C 2.27 0.72 2.36 -0.20
C 3.64 0.65 2.48 -0.17
C 4.29 -0.58 2.45 -0.20
C 3.55 -1.74 2.29 -0.14
C 2.17 -1.68 2.17 -0.22
H -3.64 2.35 -0.34 0.46
H -3.21 2.83 1.51 0.18
H -2.79 3.67 3.55 0.21
H -1.72 3.65 5.76 0.22
H -0.07 1.88 6.32 0.22
H 0.58 0.24 4.60 0.22
H -2.71 -1.49 1.17 0.22
H -4.04 -3.37 2.09 0.22
H -3.16 -4.67 4.00 0.22
H -0.97 -4.09 4.99 0.21
H 0.34 -2.21 4.09 0.23
H 1.77 1.68 2.35 0.23
H 4.22 1.57 2.57 0.22
H 5.36 -0.63 2.54 0.21
H 4.05 -2.69 2.24 0.20
H 1.60 -2.59 2.04 0.21

---

93
Properties=species:S:1:pos:R:3:mulliken_charge:R:1 method="wB97M-V/def2-TZVPD" energy_ev=-43251.6007 e_lumo_ev=0.041 molar_mass_da=474.72 orbital_gap_ev=9.99 homo_ev=-9.95 smiles=CC(C)O.CCO.CCO.CCO.CCO.CCO.CCO.CCO.CCO.CCO
C 0.32 1.12 7.14 -1.20
C 0.83 -0.35 6.97 0.34
C 2.33 -0.37 6.53 -1.25
O 0.75 -1.05 8.19 -0.55
H -0.68 1.08 7.57 0.33
H 0.27 1.62 6.17 0.35
H 0.86 1.73 7.87 0.32
H 0.22 -0.87 6.23 0.29
H 2.69 -1.38 6.67 0.36
H 3.09 0.16 7.10 0.34
H 2.42 -0.03 5.49 0.35
H 1.28 -0.58 8.84 0.34
C 3.29 5.02 -2.28 -0.97
C 1.95 5.12 -2.79 -0.27
O 0.93 5.22 -1.79 -0.52
H 4.03 5.22 -3.06 0.33
H 3.48 3.98 -2.02 0.23
H 3.52 5.66 -1.43 0.27
H 1.69 4.38 -3.54 0.31
H 1.73 5.91 -3.51 0.33
H 0.14 5.39 -2.32 0.29
C -0.10 -1.18 -0.16 -1.02
C 0.12 0.08 -1.02 -0.07
O 0.17 -0.42 -2.32 -0.52
H -0.21 -0.96 0.91 0.35
H 0.56 -2.03 -0.32 0.29
H -1.16 -1.39 -0.32 0.24
H 1.11 0.53 -0.89 0.19
H -0.65 0.83 -0.84 0.26
H -0.23 0.11 -3.01 0.27
C 8.27 -1.30 -1.14 -0.91
C 7.01 -1.45 -0.26 -0.22
O 6.45 -2.67 -0.42 -0.52
H 8.04 -0.68 -2.01 0.26
H 8.62 -2.26 -1.52 0.29
H 9.10 -0.87 -0.58 0.30
H 6.29 -0.63 -0.36 0.26
H 7.34 -1.42 0.78 0.25
H 5.97 -2.78 -1.25 0.29
C -3.60 -0.99 -5.67 -1.00
C -4.22 0.25 -4.95 -0.23
O -3.19 1.18 -4.66 -0.51
H -3.01 -1.51 -4.92 0.25
H -3.07 -0.78 -6.60 0.31
H -4.45 -1.60 -5.98 0.33
H -4.72 -0.17 -4.08 0.24
H -4.98 0.80 -5.51 0.33
H -3.59 1.92 -4.20 0.29
C 5.90 -3.13 -5.62 -1.02
C 4.73 -2.18 -5.24 -0.16
O 3.99 -2.86 -4.24 -0.53
H 6.77 -2.51 -5.85 0.32
H 5.66 -3.79 -6.45 0.29
H 6.23 -3.74 -4.78 0.28
H 4.10 -1.80 -6.03 0.33
H 5.18 -1.32 -4.73 0.21
H 3.19 -2.37 -4.04 0.28
C -3.45 -7.07 -2.34 -1.00
C -4.31 -7.83 -1.31 -0.13
O -4.94 -8.91 -1.90 -0.53
H -4.10 -6.49 -3.00 0.27
H -2.87 -7.66 -3.05 0.31
H -2.93 -6.29 -1.78 0.31
H -5.17 -7.28 -0.93 0.18
H -3.72 -8.30 -0.52 0.27
H -5.16 -9.53 -1.19 0.30
C -6.60 -1.70 0.87 -1.03
C -7.09 -2.84 1.62 -0.05
O -8.51 -2.72 1.75 -0.52
H -7.21 -1.26 0.08 0.32
H -5.66 -1.94 0.36 0.29
H -6.48 -0.82 1.50 0.24
H -6.60 -2.74 2.58 0.19
H -6.74 -3.79 1.22 0.25
H -8.87 -3.60 1.89 0.29
C -3.63 3.98 2.02 -0.95
C -5.17 4.22 1.91 -0.19
O -5.44 5.58 1.75 -0.53
H -3.28 4.26 3.02 0.28
H -3.13 4.57 1.25 0.25
H -3.36 2.97 1.72 0.31
H -5.70 3.88 2.81 0.29
H -5.51 3.72 1.00 0.23
H -6.38 5.73 1.90 0.30
C 3.82 5.41 4.51 -1.03
C 2.88 5.62 3.26 -0.19
O 2.63 4.29 2.87 -0.49
H 3.38 4.88 5.36 0.27
H 4.23 6.37 4.79 0.34
H 4.62 4.74 4.22 0.29
H 3.36 6.23 2.50 0.30
H 1.93 6.05 3.57 0.24
H 2.41 4.37 1.94 0.27

---

26
Properties=species:S:1:pos:R:3:nbo_charge:R:1 method="wB97M-V/def2-TZVPD" total_charge=+1 energy_ev=-21576.5258 e_lumo_ev=-4.109 molar_mass_da=215.19 orbital_gap_ev=6.18 homo_ev=-10.29
N 2.31 -3.74 -0.20 -0.76
C 1.23 -2.99 -0.46 0.70
N 0.02 -3.47 -0.34 -0.72
N 1.43 -1.73 -1.03 -0.61
C 0.47 -0.72 -1.25 0.67
O -0.73 -1.05 -1.37 -0.56
C 0.97 0.69 -1.36 -0.37
C 0.22 1.79 -1.36 -0.05
C -1.20 1.94 -0.87 0.34
O -2.01 1.99 -1.85 -0.63
C -1.53 1.97 0.46 -0.37
C -0.79 1.83 1.60 -0.07
N -0.85 2.30 2.73 0.40
O -0.09 2.07 3.67 -0.51
O -1.89 3.12 3.03 -0.57
H 2.17 -4.74 -0.21 0.42
H 3.27 -3.44 -0.24 0.43
H 0.01 -4.40 -0.08 0.41
H -0.70 -2.91 -0.92 0.49
H 2.38 -1.39 -0.87 0.42
H 1.95 0.87 -1.75 0.24
H 0.58 2.74 -1.67 0.23
H -2.92 2.24 -1.60 0.50
H -2.56 2.20 0.48 0.22
H 0.15 1.24 1.57 0.21
H -1.89 3.56 3.88 0.52

---

76
Properties=species:S:1:pos:R:3:mulliken_charge:R:1 method="wB97M-V/def2-TZVPD" total_charge=-1 energy_ev=-100007.6312 e_lumo_ev=1.895 molar_mass_da=631.86 orbital_gap_ev=7.09 homo_ev=-5.20
C 1.63 -3.82 2.28 -0.88
C 1.66 -3.29 0.69 -0.40
N 0.82 -2.05 0.48 0.45
C -0.35 -2.43 -0.42 -0.41
C -1.38 -3.52 0.25 -0.46
S -3.10 -2.83 0.63 1.14
O -3.63 -1.89 -0.51 -0.67
O -4.06 -4.09 0.59 -0.76
N -3.27 -2.16 2.23 -0.58
S -2.04 -0.97 2.58 0.94
C -2.57 0.19 4.00 -0.63
O -1.77 -0.06 1.36 -0.44
O -0.78 -1.71 3.12 -0.60
C 1.63 -0.92 -0.19 0.05
C 1.53 0.67 0.26 -0.52
O 2.46 -1.18 -1.24 -0.54
H 0.74 -4.58 2.46 0.23
H 2.62 -4.48 2.39 0.36
H 1.61 -2.90 3.01 0.15
H 1.33 -4.22 0.05 0.21
H 2.81 -3.13 0.45 0.31
H -0.90 -1.48 -0.82 0.27
H 0.14 -2.96 -1.37 0.28
H -1.55 -4.37 -0.56 0.30
H -0.97 -4.06 1.21 0.01
H -1.60 0.81 4.30 0.26
H -2.94 -0.52 4.89 0.29
H -3.41 0.95 3.68 0.06
H 2.05 0.89 1.30 0.24
H 2.04 1.40 -0.53 0.36
H 0.41 1.03 0.36 0.05
C 5.46 -4.56 -4.66 -0.58
C 5.40 -3.44 -3.62 -0.76
C 3.92 -3.12 -3.38 -0.19
S 3.02 -4.63 -3.72 1.14
O 2.18 -4.41 -4.88 -0.68
O 2.50 -5.16 -2.48 -0.62
C 4.43 -5.59 -4.22 -0.74
H 6.46 -5.00 -4.73 0.35
H 5.19 -4.17 -5.65 0.29
H 5.86 -3.79 -2.69 0.31
H 5.95 -2.55 -3.95 0.34
H 3.74 -2.81 -2.35 0.05
H 3.56 -2.35 -4.07 0.38
H 4.15 -6.29 -5.01 0.39
H 4.79 -6.15 -3.34 0.33
C 0.72 6.17 0.54 -0.62
C 2.18 6.53 0.24 -0.62
C 3.06 5.53 0.98 -0.71
S 2.10 4.03 1.14 1.24
O 1.82 3.81 2.54 -0.69
O 2.67 3.01 0.28 -0.71
C 0.62 4.67 0.37 -0.64
H 0.03 6.70 -0.11 0.34
H 0.48 6.45 1.58 0.31
H 2.35 6.45 -0.84 0.29
H 2.41 7.56 0.53 0.32
H 3.98 5.32 0.43 0.33
H 3.30 5.88 1.99 0.36
H -0.26 4.24 0.84 0.38
H 0.65 4.39 -0.69 0.36
C -6.02 2.23 -0.26 -0.69
C -6.11 3.68 0.21 -0.59
C -5.78 3.71 1.70 -0.78
S -4.69 2.32 2.00 1.33
O -5.38 1.37 2.85 -0.71
O -3.36 2.80 2.29 -0.65
C -4.72 1.69 0.33 -0.40
H -6.03 2.15 -1.35 0.36
H -6.87 1.66 0.13 0.32
H -5.38 4.29 -0.34 0.28
H -7.10 4.11 0.02 0.32
H -5.27 4.63 1.99 0.31
H -6.67 3.57 2.31 0.33
H -4.67 0.60 0.34 0.15
H -3.85 2.10 -0.20 0.39

---

55
Properties=species:S:1:pos:R:3:nbo_charge:R:1 method="wB97M-V/def2-TZVPD" energy_ev=-30450.8845 e_lumo_ev=0.710 molar_mass_da=346.47 orbital_gap_ev=8.32 homo_ev=-7.61
C -1.82 0.92 -1.94 -0.25
O -1.08 -0.28 -1.89 -0.51
C -1.00 -0.94 -0.69 0.24
C -1.85 -0.68 0.38 -0.28
C -1.78 -1.39 1.57 -0.06
C -2.72 -1.06 2.63 -0.17
C -2.86 -1.66 3.81 -0.20
C -3.88 -1.27 4.83 -0.09
O -3.32 -1.04 6.11 -0.71
C -0.82 -2.39 1.70 -0.30
C 0.06 -2.65 0.66 0.28
O 1.04 -3.60 0.70 -0.48
C 1.18 -4.37 1.86 -0.25
C -0.01 -1.93 -0.55 0.27
O 0.90 -2.33 -1.48 -0.49
C 1.23 -1.50 -2.58 -0.10
C 1.67 -0.12 -2.17 -0.23
C 1.79 0.90 -3.00 0.03
C 1.49 0.75 -4.47 -0.66
C 2.20 2.29 -2.59 -0.41
C 2.41 2.50 -1.09 -0.44
C 2.76 3.93 -0.81 -0.20
C 1.91 4.93 -0.60 0.03
C 2.39 6.33 -0.36 -0.63
C 0.41 4.79 -0.57 -0.65
H -2.90 0.73 -1.88 0.18
H -1.53 1.61 -1.15 0.18
H -1.60 1.36 -2.91 0.20
H -2.60 0.09 0.28 0.21
H -3.38 -0.23 2.40 0.20
H -2.23 -2.49 4.09 0.18
H -4.64 -2.07 4.91 0.16
H -4.38 -0.35 4.55 0.18
H -2.78 -1.80 6.35 0.46
H -0.75 -2.94 2.61 0.21
H 0.28 -4.96 2.07 0.17
H 1.42 -3.75 2.73 0.17
H 2.01 -5.05 1.66 0.20
H 2.05 -2.04 -3.07 0.20
H 0.39 -1.44 -3.28 0.19
H 1.90 -0.03 -1.12 0.21
H 0.46 0.41 -4.62 0.22
H 2.15 0.01 -4.92 0.22
H 1.62 1.70 -4.99 0.21
H 1.44 2.99 -2.94 0.20
H 3.13 2.54 -3.11 0.21
H 3.23 1.86 -0.74 0.21
H 1.51 2.21 -0.55 0.21
H 3.82 4.16 -0.83 0.19
H 1.96 7.01 -1.09 0.21
H 3.47 6.39 -0.41 0.21
H 2.07 6.68 0.63 0.21
H -0.02 5.33 -1.42 0.22
H 0.01 5.22 0.34 0.22
H 0.10 3.75 -0.64 0.21